No. 1
18
Properties=species:S:1:pos:R:3:forces:R:3:lowdin_charge:R:1 method="wB97M-V/def2-TZVPD" lumo_ev=0.89 homo_lumo_gap_ev=9.85 e_homo_ev=-9.0 smiles="C[C@@H]1CN1C.C=O" de_lowest_kcal_mol=73.3 energy_ha=-327.01446 spin_multiplicity=1
C -1.719 0.339 1.244 0.0 0.0 0.1 -0.06
C -1.032 0.245 -0.094 -0.2 0.1 0.0 -0.31
C -0.636 -1.110 -0.571 0.0 -0.2 0.0 -0.08
N 0.350 -0.142 -0.148 0.0 0.1 0.0 -0.21
C 1.205 -0.056 1.020 0.0 -0.1 0.1 -0.06
H -1.373 1.205 1.817 -0.1 -0.1 -0.1 0.08
H -2.798 0.427 1.093 0.1 0.0 0.1 0.08
H -1.534 -0.563 1.838 0.0 0.2 -0.1 0.08
H -1.284 1.019 -0.822 -0.1 -0.2 0.1 0.14
H -0.882 -1.967 0.052 0.1 0.1 0.1 0.11
H -0.653 -1.312 -1.646 0.2 -0.1 0.3 0.10
H 1.236 1.005 1.293 0.0 -0.2 0.0 0.10
H 0.882 -0.635 1.892 0.0 0.0 -0.1 0.08
H 2.228 -0.343 0.755 -0.2 -0.1 0.0 0.08
C 1.475 0.474 -1.881 0.1 0.1 -0.1 -0.25
O 1.695 1.665 -1.802 0.1 -0.3 -0.1 -0.05
H 0.637 0.052 -2.478 0.2 0.3 0.0 0.08
H 2.205 -0.303 -1.559 0.0 0.2 -0.1 0.09


No. 2
30
Properties=species:S:1:pos:R:3:forces:R:3:lowdin_charge:R:1 method="wB97M-V/def2-TZVPD" lumo_ev="3.31 / 3.27" homo_lumo_gap_ev="2.59 / 6.26" e_homo_ev="0.7 / -3.0" charge=-1 de_lowest_kcal_mol=20.2 s2=0.770 energy_ha=-522.14020 spin_multiplicity=2
C 2.399 2.352 0.832 0.7 -0.5 -0.9 -0.19
C 2.051 3.469 1.773 0.7 2.0 -0.9 -0.18
H 2.084 1.386 1.204 -0.3 -0.1 -0.4 0.04
H 2.076 2.526 -0.202 -0.8 -0.2 0.4 0.07
H 3.461 2.245 0.608 0.4 0.1 0.8 0.06
H 1.128 3.988 1.494 -0.5 -0.8 0.6 0.06
H 2.721 4.323 1.558 0.3 -0.3 0.3 0.06
H 2.165 3.253 2.830 -0.4 -0.1 0.0 0.06
C -1.902 0.443 -1.778 1.2 1.4 -0.3 -0.21
C -0.962 0.351 -3.033 -0.9 -0.9 0.0 -0.10
C -1.140 0.052 -0.558 -0.9 -0.8 0.7 -0.26
C -0.633 0.858 0.453 0.0 -0.5 -0.5 -0.13
C -0.963 -1.304 -0.169 0.2 0.1 0.4 -0.19
C -0.171 -1.327 0.999 -0.6 -0.2 0.0 -0.25
C -1.527 -2.536 -0.591 -1.0 -0.5 -1.4 -0.12
C 0.262 -2.533 1.608 0.3 1.5 0.1 -0.11
C -1.074 -3.743 -0.065 1.4 0.9 0.4 -0.20
C -0.129 -3.720 0.969 -1.1 -1.8 -0.8 -0.21
N -0.074 -0.013 1.418 0.4 0.0 0.0 0.03
H -2.191 1.494 -1.659 -0.1 0.0 0.0 0.09
H -2.833 -0.086 -1.940 0.0 -0.5 0.1 0.09
H -1.433 -0.314 -3.763 0.0 0.2 -0.3 0.05
H -0.740 1.922 0.578 0.2 0.0 0.2 0.07
H 0.703 0.248 1.991 0.0 0.2 0.3 0.10
H -2.303 -2.606 -1.359 0.3 0.4 0.0 0.07
H 0.968 -2.461 2.429 -0.1 -0.3 0.1 0.06
H -1.270 -4.673 -0.589 -0.4 -0.1 0.3 0.07
H 0.100 -4.744 1.266 0.7 0.4 0.6 0.06
H -0.031 -0.149 -2.790 0.2 0.1 0.3 0.06
H -0.745 1.299 -3.512 0.0 0.3 0.0 0.05


No. 3
13
Properties=species:S:1:pos:R:3:forces:R:3:lowdin_charge:R:1 method="wB97M-V/def2-TZVPD" lumo_ev=-0.80 homo_lumo_gap_ev=6.70 e_homo_ev=-7.5 de_lowest_kcal_mol=59.2 energy_ha=-610.26369 spin_multiplicity=1
C -0.381 0.921 0.973 -1.7 0.4 -1.2 -0.10
C 0.332 0.373 -1.323 -1.5 -0.6 0.8 -0.07
C -0.484 -0.132 -0.165 -3.0 3.3 0.4 -0.61
O -3.585 -0.946 0.392 0.1 -1.3 1.1 -0.55
O -0.409 -1.408 0.194 1.0 -2.3 0.2 -0.03
P -2.943 0.005 -0.501 2.4 1.7 -1.3 0.88
H -0.774 1.907 0.601 0.3 -0.8 0.1 0.08
H -1.047 0.650 1.775 0.0 -0.2 0.6 0.06
H 0.596 1.155 1.334 1.0 -0.3 0.3 0.07
H 0.383 -0.260 -2.140 -0.3 -1.5 -1.7 0.06
H 1.328 0.499 -1.045 1.8 0.6 0.8 0.07
H -0.092 1.295 -1.647 -0.1 0.8 -0.2 0.07
H -1.220 -1.717 0.618 0.1 0.1 0.2 0.08


No. 4
134
Properties=species:S:1:pos:R:3:forces:R:3:lowdin_charge:R:1 method="wB97M-V/def2-TZVPD" lumo_ev=1.12 homo_lumo_gap_ev=10.32 e_homo_ev=-9.2 charge=-1 de_lowest_kcal_mol=0.0 energy_ha=-9334.33966 spin_multiplicity=1
O -3.049 -1.515 0.596 1.4 1.3 0.1 0.15
C -2.036 -0.859 0.769 -1.5 -2.5 1.4 -0.39
O -1.490 0.018 -0.008 0.6 0.5 -0.6 0.21
B -0.196 0.446 0.550 1.3 0.3 -0.1 -0.85
O 0.016 -0.303 1.798 -2.5 -1.0 0.7 0.21
C -1.130 -1.037 2.047 1.1 -0.2 1.5 -0.27
O -1.376 -1.691 3.071 0.8 1.9 -2.8 0.09
O -0.207 1.949 0.749 -0.6 -0.9 0.2 0.21
C 0.844 2.482 0.185 1.0 0.5 0.1 -0.39
O 1.165 3.641 0.198 -0.3 -0.3 -0.1 0.15
C 1.654 1.353 -0.487 0.4 -0.5 -1.7 -0.35
O 1.005 0.211 -0.320 -0.8 0.6 0.5 0.21
O 2.629 1.473 -1.200 -0.6 0.2 1.0 0.13
C 2.918 5.564 1.376 0.6 -1.1 -1.1 -0.25
C 1.686 5.801 2.148 -2.5 -1.5 -1.5 -0.26
O 1.853 6.680 3.168 2.1 2.5 2.6 -0.17
S 3.434 7.025 3.434 1.2 0.2 0.2 0.77
O 3.913 6.311 4.638 -1.2 1.7 -2.9 -0.27
O 3.734 8.465 3.286 -1.0 -3.5 0.4 -0.26
O 3.912 6.238 2.066 1.7 1.7 2.0 -0.19
H 2.892 5.843 0.323 0.0 0.4 0.2 0.13
H 3.085 4.487 1.388 0.6 0.2 -0.1 0.11
H 1.462 4.807 2.536 -1.0 0.3 0.2 0.13
H 0.929 6.270 1.520 -0.4 -0.8 0.0 0.15
C 2.406 3.790 -3.645 2.9 -2.2 0.1 -0.24
C 3.470 3.858 -4.727 1.5 -0.2 0.0 -0.17
O 2.782 3.838 -5.964 -0.7 -0.6 -0.3 -0.19
S 1.349 4.540 -5.855 0.3 -0.1 -1.8 0.76
O 0.375 3.660 -6.500 1.5 1.6 2.1 -0.24
O 1.500 5.881 -6.429 -0.7 -2.0 2.1 -0.25
O 1.359 4.466 -4.144 -3.2 2.8 -2.5 -0.17
H 2.891 4.091 -2.716 -0.7 0.9 0.2 0.14
H 2.092 2.762 -3.460 0.3 -0.3 -0.1 0.10
H 4.205 3.057 -4.649 -0.5 -0.6 -0.3 0.11
H 4.141 4.715 -4.785 -0.5 0.6 0.7 0.14
C 6.085 2.382 -2.290 -0.3 -1.0 0.7 -0.22
C 7.426 2.329 -1.469 -1.3 0.0 -2.0 -0.14
O 7.519 3.522 -0.717 -0.9 1.1 0.9 -0.20
S 6.391 4.694 -1.036 -2.3 -4.3 0.1 0.79
O 7.044 5.722 -1.748 -0.2 0.6 0.3 -0.21
O 5.453 4.890 0.082 2.6 -0.2 -2.6 -0.23
O 5.575 3.648 -2.186 0.4 4.4 1.3 -0.22
H 5.276 1.780 -1.877 0.4 -0.8 0.2 0.11
H 6.176 2.130 -3.347 0.5 -0.1 0.0 0.11
H 8.194 2.369 -2.241 0.5 -0.4 0.5 0.13
H 7.378 1.407 -0.889 0.6 0.4 0.4 0.13
C -4.433 -2.443 6.919 -0.2 0.4 -1.1 -0.18
C -4.459 -2.075 5.406 -0.2 -0.2 0.5 -0.12
O -5.130 -3.201 4.777 -0.4 -1.3 0.0 -0.22
S -5.374 -4.477 5.783 -1.0 1.5 2.1 0.73
O -4.976 -5.758 5.248 0.2 2.2 0.4 -0.23
O -6.690 -4.391 6.429 2.5 0.0 -1.6 -0.25
O -4.268 -3.841 6.886 -0.4 -2.4 -0.8 -0.22
H -5.372 -2.263 7.442 0.0 0.6 -0.1 0.12
H -3.570 -1.994 7.410 -0.2 -0.2 0.1 0.13
H -3.465 -1.981 4.968 0.1 -0.4 0.1 0.11
H -4.979 -1.154 5.143 -0.4 -0.2 0.2 0.13
C -3.899 1.548 2.723 -1.3 1.1 -1.2 -0.09
C -3.687 2.028 1.231 -0.2 1.9 1.1 -0.19
O -4.743 1.567 0.441 -2.3 -1.8 -0.2 -0.21
S -6.159 1.275 1.293 -0.6 0.7 0.7 0.78
O -6.844 0.075 0.815 2.3 2.0 1.2 -0.24
O -7.021 2.458 1.437 2.4 -2.0 -0.4 -0.26
O -5.325 1.096 2.783 0.6 0.0 -1.7 -0.23
H -3.827 2.489 3.267 -0.2 -0.3 0.4 0.12
H -3.202 0.850 3.188 -0.4 -0.5 -0.5 0.11
H -2.713 2.015 0.742 -0.1 -1.4 0.1 0.11
H -3.813 3.110 1.210 -0.2 0.3 0.6 0.12
C 1.846 -1.525 4.581 -0.9 3.2 0.4 -0.21
C 2.101 -0.881 5.973 -5.2 0.7 -0.9 -0.30
O 3.382 -0.924 6.168 7.0 -2.1 -0.6 -0.16
S 4.021 -2.340 5.445 -0.1 -0.9 1.1 0.79
O 4.018 -3.382 6.478 0.1 2.0 -2.2 -0.25
O 5.211 -2.092 4.650 -2.1 0.0 1.5 -0.23
O 2.715 -2.546 4.465 3.1 -3.2 1.0 -0.18
H 2.270 -0.781 3.906 -1.0 0.5 -0.5 0.13
H 0.819 -1.803 4.344 0.2 0.0 0.1 0.12
H 1.584 -1.324 6.824 -0.5 -0.2 -0.1 0.13
H 1.856 0.176 5.871 -0.6 0.0 0.2 0.14
C 3.528 -0.865 -3.183 3.3 -0.5 0.7 -0.12
C 4.198 -2.089 -3.965 -1.5 -0.2 2.4 -0.21
O 4.364 -1.751 -5.275 -0.8 2.6 -1.9 -0.18
S 4.279 -0.052 -5.441 1.8 -2.2 -1.3 0.72
O 3.571 0.253 -6.680 1.3 -0.3 2.9 -0.22
O 5.679 0.313 -5.218 -2.4 0.5 -0.5 -0.26
O 3.448 0.240 -4.114 -1.2 -0.4 -1.1 -0.21
H 4.287 -0.488 -2.497 0.0 -0.2 0.3 0.11
H 2.717 -1.141 -2.508 -0.9 0.6 -1.2 0.11
H 3.499 -2.919 -3.862 0.0 -0.2 -0.4 0.11
H 5.134 -2.398 -3.501 0.1 0.3 0.1 0.13
C 1.403 -5.503 -2.195 1.2 -1.1 2.0 -0.19
C -0.021 -5.568 -2.516 -1.0 -0.1 -0.7 -0.18
O -0.576 -4.381 -1.941 0.2 1.5 0.2 -0.18
S 0.513 -3.181 -1.843 0.3 1.4 0.1 0.69
O 0.569 -2.601 -0.499 -0.3 -1.8 -2.6 -0.22
O 0.427 -2.265 -2.964 -0.3 -1.1 1.4 -0.24
O 1.782 -4.129 -2.209 -0.3 0.4 0.2 -0.19
H 2.000 -6.123 -2.864 0.2 0.5 -0.1 0.15
H 1.497 -5.883 -1.178 0.6 0.1 0.1 0.12
H -0.564 -6.367 -2.011 0.2 -0.2 -0.3 0.13
H -0.054 -5.624 -3.605 -1.1 0.4 -0.1 0.14
C -4.939 -1.582 -2.105 -0.2 -0.8 -0.6 -0.19
C -5.222 -3.068 -1.803 2.1 1.4 0.8 -0.21
O -6.458 -3.336 -2.344 -2.9 0.5 -1.1 -0.20
S -7.482 -1.996 -2.377 0.6 0.7 -0.4 0.82
O -8.514 -2.082 -1.313 3.0 0.3 -2.9 -0.26
O -7.864 -1.698 -3.780 0.8 -1.0 3.7 -0.27
O -6.188 -0.968 -1.968 -3.1 0.1 0.2 -0.22
H -4.645 -1.519 -3.153 0.1 0.1 -0.2 0.13
H -4.193 -1.054 -1.511 -0.3 -0.3 0.4 0.11
H -5.228 -3.301 -0.738 0.2 0.0 0.0 0.13
H -4.411 -3.561 -2.341 -0.4 -0.8 0.1 0.13
C -1.953 1.256 -3.142 0.9 0.9 -0.2 -0.18
C -0.921 2.396 -3.258 2.4 -0.5 1.6 -0.19
O -1.355 3.469 -4.068 -2.4 -0.9 -1.7 -0.20
S -2.769 2.908 -4.800 -1.8 1.1 0.2 0.78
O -2.528 1.986 -5.890 0.2 1.6 1.1 -0.23
O -3.789 3.996 -4.947 3.5 -3.3 0.8 -0.26
O -3.091 1.950 -3.503 -2.9 1.6 -1.5 -0.21
H -2.125 0.953 -2.109 0.4 -0.4 -0.3 0.12
H -1.759 0.464 -3.864 0.1 -0.3 0.3 0.13
H 0.047 2.004 -3.568 -0.1 0.0 -0.6 0.12
H -0.693 2.848 -2.293 -0.4 0.0 0.3 0.13
C -2.671 -4.690 2.559 0.8 2.3 2.6 -0.18
C -1.637 -5.221 3.618 -0.2 0.1 0.0 -0.18
O -1.182 -6.362 2.959 2.4 -1.5 -2.6 -0.21
S -0.803 -5.932 1.354 -2.9 -1.9 0.2 0.79
O -0.940 -7.163 0.511 0.8 3.7 2.4 -0.27
O 0.308 -5.017 1.202 -1.3 -1.5 0.4 -0.23
O -2.234 -5.085 1.293 1.5 -1.3 -1.3 -0.19
H -2.610 -3.602 2.587 -0.3 0.1 -0.1 0.09
H -3.680 -4.967 2.866 0.0 -0.6 -0.7 0.12
H -2.008 -5.543 4.591 -0.8 -0.2 -0.4 0.13
H -0.753 -4.657 3.917 -0.2 1.0 -0.7 0.12


No. 5
16
Properties=species:S:1:pos:R:3:forces:R:3:lowdin_charge:R:1 method="wB97M-V/def2-TZVPD" lumo_ev=-0.12 homo_lumo_gap_ev=8.37 e_homo_ev=-8.5 de_lowest_kcal_mol=79.2 energy_ha=-648.72686 spin_multiplicity=1
C -0.366 0.006 -1.895 -0.5 0.7 -0.1 -0.04
C -0.507 0.420 -0.427 2.4 3.6 0.6 -0.64
C -0.348 1.974 -0.354 -1.4 0.5 0.1 -0.05
C -0.989 -0.595 1.256 3.2 -1.5 3.9 -0.27
C 0.363 -0.369 0.572 -1.2 -0.3 -1.7 -0.69
H -1.076 0.626 -2.503 0.6 -0.7 0.4 0.10
H 0.669 0.060 -2.341 -1.0 0.2 1.0 0.10
H -0.652 -1.021 -1.873 -0.4 -0.9 -0.7 0.07
H -1.383 2.193 -0.807 1.7 0.6 0.4 0.10
H 0.452 2.201 -1.030 0.3 0.8 -0.3 0.06
H -0.248 2.602 0.633 -0.1 -1.9 -1.6 0.12
H -2.088 0.966 1.122 1.2 -1.8 -4.2 0.21
H -0.983 -0.266 2.310 0.0 1.0 -0.2 0.12
H -1.080 -1.610 1.594 -0.9 -1.4 -1.3 0.11
N -1.724 0.165 0.321 -3.4 0.9 2.9 -0.01
S 1.846 -0.970 0.358 -0.5 0.3 0.7 0.71


No. 6
10
Properties=species:S:1:pos:R:3:forces:R:3:lowdin_charge:R:1 method="wB97M-V/def2-TZVPD" lumo_ev=3.65 homo_lumo_gap_ev=7.91 e_homo_ev=-4.3 charge=-1 de_lowest_kcal_mol=6.3 energy_ha=-527.12163 spin_multiplicity=1
I 10.617 0.996 24.150 0.0 0.0 0.2 -0.25
O 7.578 2.809 24.105 -1.7 1.0 0.4 -0.12
H 7.768 2.533 23.219 0.6 -0.5 -0.3 0.00
H 8.262 2.521 24.694 1.0 -0.5 -0.1 -0.10
O 10.806 0.663 20.635 0.0 -0.3 -2.0 -0.13
H 10.830 0.824 21.564 -0.2 0.1 1.6 -0.19
H 10.087 0.043 20.469 0.1 0.2 0.4 0.02
O 7.437 -0.628 23.413 -0.5 -0.3 0.5 -0.13
H 7.006 -1.089 24.148 0.0 0.0 -0.4 0.02
H 8.047 -0.055 23.895 0.5 0.3 -0.3 -0.11